1.
Here is a cluster of 11 separate species, H22O11 in total at a distorted geometry from OMol25. Energies are from the ωB97M-V functional and the def2-TZVPD basis.

As for the net charge: 0. The SMILES is O.O.O.O.O.O.O.O.O.O.O. For the energy, the calculation gives -840.734857 hartree. The calculation puts the LUMO energy at -0.060 eV. The calculation puts the max |F| at 0.092 hartree/bohr. The value obtained for the HOMO-LUMO gap is 11.06 eV.

Each line ends with the Mulliken charge.
Element x y z (Å)
O: -1.87 3.08 0.17  -0.626
H: 0.59 1.96 3.51  0.288
H: 1.42 1.94 2.35  0.298
H: 2.46 -2.05 0.85  0.283
H: 0.22 -0.62 0.17  0.279
H: -3.70 2.62 -3.81  0.258
H: 0.36 1.12 -2.50  0.328
H: -0.32 0.50 -3.72  0.306
O: 1.50 1.84 3.24  -0.591
O: -0.53 1.11 -2.91  -0.633
H: 0.33 -3.64 3.18  0.332
O: -1.49 -3.97 0.16  -0.636
O: 3.01 -2.89 0.89  -0.594
H: 3.32 0.86 2.24  0.279
H: -1.81 -4.78 0.62  0.317
H: -0.57 -4.14 0.24  0.317
H: 3.03 -3.04 1.82  0.299
H: -0.62 -0.21 -1.01  0.322
H: 4.49 1.56 2.55  0.298
O: 4.24 0.66 2.56  -0.582
H: -4.16 -1.51 -2.18  0.285
O: -4.75 -0.89 -2.46  -0.596
O: 0.90 -4.35 2.77  -0.596
H: 1.62 3.42 -0.69  0.274
H: -2.34 2.65 -4.05  0.282
O: -2.99 2.11 -3.61  -0.542
H: 1.50 -4.47 3.44  0.275
O: 1.88 3.48 0.18  -0.541
H: -2.36 2.36 -0.22  0.332
H: -5.43 -1.37 -2.99  0.314
H: -0.96 2.81 -0.20  0.294
O: 0.29 -0.02 -0.68  -0.604
H: 2.73 3.89 0.08  0.280



2.
Here is the ion C5H12NO2S2 with charge +1 at a distorted geometry from OMol25. Energies are from the ωB97M-V functional and the def2-TZVPD basis.

The multiplicity is 3. As for the net charge: +1. Its expectation value of S² is 2.009. For the energy, the calculation gives -1198.860229 hartree. The calculation puts the LUMO energy (spin up / spin down) at -2.930 / -5.818 eV. The calculation puts the max |F| at 0.058 hartree/bohr. The value obtained for the HOMO-LUMO gap (spin up / spin down) is 7.94 / 7.90 eV.

Each line ends with the Mulliken charge.
Element x y z (Å)
H: -0.15 -0.57 -1.14  0.507
H: 0.91 1.53 -0.59  0.382
C: 0.46 -0.97 0.80  -0.814
H: -3.55 -0.04 1.35  0.186
H: -0.95 1.40 -2.37  0.344
S: -2.32 -0.14 1.62  -0.144
H: 0.22 -0.65 1.76  0.471
N: -0.39 -0.23 -0.22  -0.189
C: -1.15 1.76 -1.36  -0.396
H: 0.13 -1.95 0.68  0.467
H: 2.57 -1.16 1.42  0.411
H: -1.09 2.88 -1.56  0.381
O: 2.28 -1.09 -0.72  -0.505
C: -1.71 -0.62 0.05  0.283
C: 1.93 -0.64 0.61  -0.513
H: -3.31 -1.97 -0.44  0.195
O: -2.35 1.26 -0.88  -0.208
H: 2.14 0.52 0.94  0.276
H: 3.25 -1.15 -0.76  0.332
S: -2.26 -1.66 -1.18  -0.124
H: -0.22 1.63 0.69  0.493
C: -0.10 1.21 -0.29  -0.835



3.
Here is a cluster of 3 separate species, C7H14 in total from OMol25. Energies are from the ωB97M-V functional and the def2-TZVPD basis.

As for the net charge: 0. The SMILES is C=C1CC1.[H][H].C=CC. For the energy, the calculation gives -274.976072 hartree. The calculation puts the LUMO energy at 1.210 eV. The calculation puts the max |F| at 0.004 hartree/bohr. The value obtained for the HOMO-LUMO gap is 10.83 eV.

Each line ends with the Mulliken charge.
Element x y z (Å)
H: -3.01 -0.16 -1.36  0.350
C: 2.72 -0.17 0.12  -0.464
C: 1.58 -1.07 -0.03  0.490
H: -1.48 -1.06 -1.25  0.185
H: 1.00 0.87 -0.89  0.108
H: 1.21 2.60 1.16  0.144
H: 2.73 0.53 0.95  0.145
H: 3.71 -0.53 -0.17  0.229
H: -2.89 2.02 -0.23  0.239
H: 1.99 -0.18 -2.01  0.220
H: -1.79 2.25 1.24  0.313
C: 0.92 -2.13 0.40  -0.738
H: 1.26 -2.71 1.25  0.242
H: 0.54 2.50 0.84  -0.177
H: 0.01 -2.47 -0.09  0.228
C: -1.80 0.32 0.37  0.170
C: 1.69 0.03 -0.99  -0.438
C: -2.17 1.59 0.46  -0.851
H: -1.07 -0.08 1.08  0.364
H: -2.82 -1.49 -0.19  0.284
C: -2.31 -0.65 -0.66  -1.044



4.
Here is a cluster of 2 separate species, C2H3N3O2 in total at a distorted geometry from OMol25. Energies are from the ωB97M-V functional and the def2-TZVPD basis.

As for the net charge: 0. The SMILES is NN1C=N1.O=C=O. For the energy, the calculation gives -392.640756 hartree. The calculation puts the LUMO energy at 0.432 eV. The calculation puts the max |F| at 0.050 hartree/bohr. The value obtained for the HOMO-LUMO gap is 9.88 eV.

Each line ends with the Mulliken charge.
Element x y z (Å)
C: 0.63 0.04 0.99  0.125
C: 0.32 -1.99 -1.47  0.735
O: 0.37 -2.36 -0.38  -0.434
N: 1.04 1.01 1.63  -0.387
N: 0.44 1.13 0.03  -0.241
N: -0.84 1.58 -0.11  -0.397
H: -1.52 0.89 0.22  0.233
O: 0.22 -1.69 -2.56  -0.312
H: 0.35 -1.01 1.18  0.395
H: -1.01 2.40 0.49  0.282



5.
Here is a cluster of 3 separate species, CH5O2P in total at a distorted geometry from OMol25. Energies are from the ωB97M-V functional and the def2-TZVPD basis.

As for the net charge: 0. For the energy, the calculation gives -532.819374 hartree. The calculation puts the LUMO energy (spin up / spin down) at -0.756 / -0.755 eV. The calculation puts the max |F| at 0.079 hartree/bohr. The value obtained for the HOMO-LUMO gap (spin up / spin down) is 7.89 / 7.89 eV.

Each line ends with the Mulliken charge.
Element x y z (Å)
O: -0.35 1.66 0.79  -0.546
O: 1.01 -0.71 0.59  -0.320
H: -0.38 -0.06 -0.98  -0.001
H: 2.89 -0.54 0.91  0.287
H: -3.48 -0.83 -2.03  0.060
H: 1.87 0.84 1.56  0.247
C: 1.98 -0.08 1.07  0.011
H: -2.75 -0.54 -2.44  -0.059
P: -0.79 0.26 0.54  0.321



6.
Here is a structure of composition C3H7N3OS at a distorted geometry from OMol25. Energies are from the ωB97M-V functional and the def2-TZVPD basis.

As for the net charge: 0. For the energy, the calculation gives -755.969719 hartree. The calculation puts the LUMO energy at 0.548 eV. The calculation puts the max |F| at 0.126 hartree/bohr. The value obtained for the HOMO-LUMO gap is 8.37 eV.

Each line ends with the Mulliken charge.
Element x y z (Å)
H: -0.04 -2.50 0.84  0.391
N: 1.89 -1.20 0.11  -0.561
N: -0.37 -1.40 0.62  -0.358
H: -2.56 -1.04 0.42  0.154
C: 0.69 -0.77 0.04  0.370
H: 3.78 -0.54 -0.43  0.356
O: 2.78 -0.34 -0.28  -0.396
H: 1.66 0.83 -0.71  0.357
C: -1.75 1.37 0.27  -0.689
H: -2.38 0.50 0.81  0.008
S: -1.69 -1.61 -0.63  -0.129
H: 0.12 2.60 -0.52  0.126
N: 0.60 0.48 -0.50  -0.201
H: -2.23 2.24 0.33  0.324
C: -0.48 1.37 -0.35  0.249



7.
Here is a structure of composition C14H28N4OPdS2 at a distorted geometry from OMol25. Energies are from the ωB97M-V functional and the def2-TZVPD basis.

The multiplicity is 3. As for the net charge: +2. Its expectation value of S² is 2.007. For the energy, the calculation gives -1768.204203 hartree. The calculation puts the LUMO energy (spin up / spin down) at -4.865 / -7.561 eV. The calculation puts the max |F| at 0.057 hartree/bohr. The value obtained for the HOMO-LUMO gap (spin up / spin down) is 9.44 / 7.50 eV.

Each line ends with the Mulliken charge.
Element x y z (Å)
H: -17.12 -3.21 0.77  0.255
C: -17.59 -3.95 0.17  -0.636
H: -15.90 -6.36 -1.45  0.566
H: -10.94 -5.91 5.66  0.416
H: -10.83 -6.96 3.54  0.306
H: -14.06 -4.04 3.92  0.256
N: -11.75 -6.77 3.96  0.074
H: -13.44 -7.83 6.21  0.300
H: -9.48 -6.04 -0.71  0.471
C: -16.78 -4.37 -1.10  -0.750
H: -18.52 -3.47 -0.13  0.415
H: -13.67 -9.34 5.41  0.594
H: -16.19 -3.61 -1.52  0.405
C: -11.15 -6.52 0.70  -0.888
H: -9.57 -3.45 -1.13  0.353
H: -14.86 -5.21 -0.70  -0.194
C: -12.85 -5.03 5.44  -0.704
S: -16.22 -6.13 0.85  0.435
C: -17.81 -5.23 0.92  -0.658
H: -11.15 -2.64 -1.09  0.326
H: -18.03 -5.11 2.01  0.367
H: -11.80 -8.87 3.87  0.435
H: -17.54 -4.74 -1.81  0.286
C: -15.88 -5.56 -0.77  -0.193
H: -16.56 -6.91 5.56  0.475
N: -13.97 -4.94 4.39  -0.025
H: -10.92 -7.50 1.04  0.507
C: -15.34 -5.17 5.00  -0.583
H: -18.58 -5.91 0.52  0.448
H: -15.16 -6.83 6.48  0.429
C: -12.16 -4.62 0.40  -0.816
C: -12.00 -8.11 4.62  -0.788
C: -13.35 -8.35 5.26  -0.652
H: -12.68 -3.99 5.81  0.440
H: -15.43 -4.50 5.87  0.388
Pd: -13.50 -6.36 2.70  0.376
H: -16.00 -4.86 4.23  0.259
C: -10.63 -3.57 -1.30  -0.820
N: -11.08 -4.62 -0.41  0.060
H: -11.05 -4.87 4.22  0.420
S: -14.84 -7.72 4.21  0.005
C: -11.57 -5.63 4.85  -0.851
O: -15.27 -5.34 1.70  -0.445
N: -12.18 -5.76 1.11  0.292
H: -10.78 -3.79 -2.37  0.310
C: -10.41 -5.82 -0.22  -0.362
H: -11.27 -8.28 5.46  0.354
H: -12.82 -3.83 0.55  0.641
H: -13.17 -5.58 6.32  0.353
C: -15.50 -6.60 5.47  -0.650



8.
Here is the molecule C5H8O2 at a distorted geometry from OMol25. Energies are from the ωB97M-V functional and the def2-TZVPD basis.

As for the net charge: 0. For the energy, the calculation gives -345.603812 hartree. The calculation puts the LUMO energy (spin up / spin down) at 0.772 / 0.804 eV. The calculation puts the max |F| at 0.021 hartree/bohr. The value obtained for the HOMO-LUMO gap (spin up / spin down) is 8.14 / 8.18 eV.

Each line ends with the Mulliken charge.
Element x y z (Å)
C: -1.18 0.07 0.68  -0.679
H: -0.85 0.86 1.37  0.292
H: 0.77 1.65 0.26  0.479
O: 0.75 -1.52 1.49  -0.464
H: -2.14 -0.29 1.06  0.254
H: 1.72 -1.61 -0.44  0.225
O: -0.32 1.01 -1.37  -0.234
C: 0.75 1.48 -0.81  -0.744
H: -0.66 -1.91 0.01  0.327
C: -1.35 0.51 -0.74  -0.259
C: 1.29 -0.95 0.31  -0.380
H: 1.92 -0.08 0.51  0.325
H: 1.57 1.73 -1.46  0.313
H: -2.09 0.10 -1.41  0.392
C: -0.18 -1.07 0.52  0.153